(1)
21
Properties=species:S:1:pos:R:3:forces:R:3 method="wB97M-V/def2-TZVPD" charge=-1 mol_weight_da=98.19 e_homo_ev="1.32 / -2.92" spin_multiplicity=2 homo_lumo_gap_ha="0.084 / 0.237"
C 2.505925 1.125968 1.529005 -0.90 -1.40 0.51
C 1.348090 0.407228 2.215579 1.96 -0.92 -0.24
C 0.203439 1.048639 2.547188 -1.66 1.20 0.47
H 2.375809 0.952173 0.442195 0.32 0.57 -0.22
H 2.462801 2.184671 1.775287 0.25 0.16 -0.19
H 3.453307 0.664876 1.824366 0.16 0.34 -0.08
H 1.439385 -0.666899 2.369257 0.12 -0.12 -0.31
H -0.788189 0.597928 2.533675 0.04 -0.05 0.31
H 0.241554 2.113177 2.751997 -0.25 0.32 -0.12
C -0.176267 -0.085093 -2.523121 -0.42 0.33 0.11
C -1.132728 -0.759555 -1.572067 -0.10 -0.22 0.14
C -1.923821 -1.752648 -1.982287 0.21 0.22 -0.32
C -1.092801 -0.227822 -0.168407 -0.33 -0.24 -0.59
H -0.165971 0.992568 -2.328102 0.06 -0.08 -0.11
H -0.464176 -0.256735 -3.563770 0.15 -0.04 0.02
H 0.840555 -0.444802 -2.351039 -0.04 -0.01 -0.03
H -2.517772 -2.351576 -1.304265 -0.17 0.16 0.03
H -1.963382 -1.979076 -3.046372 0.03 -0.27 0.15
H -1.622839 -0.881879 0.529432 0.18 0.01 -0.02
H -1.600522 0.748225 -0.140257 0.36 -0.13 0.05
H -0.059913 -0.096857 0.140047 0.03 0.15 0.43



(2)
21
Properties=species:S:1:pos:R:3:forces:R:3 method="wB97M-V/def2-TZVPD" mol_weight_da=98.19 e_homo_ev=-10.26 smiles=C1CCCCCC1 homo_lumo_gap_ha=0.420
C 0.936467 -0.761718 1.193285 0.05 0.05 -0.12
C 1.316167 -0.839666 -0.315591 0.05 0.05 -0.12
C 1.118061 0.496643 -1.081256 0.10 0.11 0.13
C -0.289259 0.881701 -1.523816 -0.05 0.01 -0.10
C -1.489294 0.470311 -0.622562 0.03 0.12 -0.07
C -1.321452 0.470146 0.910156 0.06 0.15 -0.04
C -0.563225 -0.723999 1.509406 0.02 0.03 -0.12
H 1.414359 0.115924 1.655446 -0.05 -0.07 -0.20
H 1.362650 -1.631393 1.718911 -0.04 0.16 -0.27
H 2.371905 -1.129591 -0.360054 -0.10 0.03 -0.09
H 0.741852 -1.671796 -0.751679 0.13 0.25 -0.14
H 1.542900 1.270203 -0.430860 -0.37 0.06 0.26
H 1.626517 0.761585 -2.031984 0.73 -1.36 0.48
H -0.049622 1.925192 -1.818070 -1.42 0.13 0.73
H -0.515970 0.464945 -2.512913 0.21 -0.37 0.14
H -2.357549 1.085811 -0.882204 0.12 0.05 0.03
H -1.792131 -0.555288 -0.906188 0.24 0.31 -0.02
H -0.829062 1.400538 1.218314 -0.03 -0.03 0.06
H -2.321781 0.482230 1.367630 0.18 0.06 -0.17
H -1.030196 -1.666552 1.181719 0.05 0.20 -0.08
H -0.693571 -0.707682 2.603966 0.09 0.05 -0.27



For each record above, in turn, the calculated electronic energy values are -274.9842 -275.0954 Eh.
For each record above, in turn, the calculated energy relative to the best compared isomer or geometry (same formula, charge and spin) values are 27.3 13.1 kcal/mol.